Formula: C33H27N6O3OsS2
Source: the OMol25 dataset
Level of theory: ωB97M-V/def2-TZVPD

Last column: Mulliken charge in e.
Geometry (Å):
O (1.893, -2.927, 0.990)  -0.6130
H (0.978, 0.417, -1.347)  0.6629
C (-2.061, -2.235, 0.511)  1.1644
C (-2.987, -3.398, 0.498)  -1.6790
C (-0.268, -2.372, -2.791)  -0.7884
H (6.230, -1.095, 0.448)  0.4324
C (-7.189, 6.334, -2.197)  0.6893
C (0.514, -1.236, -2.656)  -0.8053
C (4.305, -2.139, 3.031)  -0.3201
H (7.420, -2.714, 4.222)  0.4076
C (4.631, -1.611, 1.787)  -0.0720
H (-3.603, -3.402, 1.390)  0.3777
N (-2.657, -1.662, 2.656)  -1.4193
C (2.159, -1.764, 1.112)  -0.7155
S (-1.027, 0.349, 3.572)  -0.5240
H (-2.718, -0.390, 5.582)  0.2049
H (4.659, -2.021, -4.352)  0.4386
H (-0.197, -2.984, -3.680)  0.4520
C (-7.239, 5.721, -0.825)  -0.9871
C (3.921, -0.278, -1.542)  -0.0256
C (4.206, -0.529, -2.881)  -1.1219
H (4.085, -3.439, -0.353)  0.4893
H (1.213, -0.934, -3.423)  0.5497
H (3.884, 1.079, 1.040)  0.2964
H (4.570, -3.886, -2.725)  0.4458
H (-3.698, -1.662, 4.922)  0.2362
C (3.551, -1.097, 0.852)  3.1262
N (-2.957, -0.989, 4.812)  -0.3883
H (-6.346, 5.985, -0.258)  0.3141
S (-5.821, 5.904, -3.298)  -0.1194
C (-4.308, 2.510, -1.709)  -0.4860
C (-3.792, 5.239, -1.560)  -0.3801
C (0.400, -0.485, -1.502)  -0.4974
N (-1.915, -1.437, 1.520)  0.9376
C (-1.756, 1.276, 0.441)  -0.0845
C (4.384, -2.872, -2.398)  -0.9866
H (4.258, 0.295, -3.580)  0.4480
H (5.046, -2.952, 4.867)  0.4232
H (-3.624, -3.362, -0.386)  0.4147
C (5.968, -1.486, 1.424)  -0.3208
C (-2.443, 2.065, -0.184)  0.1645
Os (-0.592, 0.060, 1.419)  0.9042
H (-2.412, -4.326, 0.460)  0.3732
C (-1.201, -1.927, -0.638)  0.4425
C (6.969, -1.877, 2.300)  -0.8455
C (4.432, -1.825, -3.312)  -0.4420
C (5.308, -2.535, 3.904)  -0.9375
C (-3.009, 4.354, -0.842)  -0.5518
C (-3.259, 2.980, -0.911)  0.3800
H (-5.898, 3.040, -3.045)  0.4689
H (-4.498, 1.447, -1.762)  0.4664
N (-0.427, -0.830, -0.517)  -0.0948
C (-5.090, 3.399, -2.421)  -0.3964
O (1.167, 1.447, 1.366)  -0.6837
H (3.740, 0.741, -1.228)  0.3977
C (1.928, 0.450, 1.342)  -0.1166
H (8.006, -1.777, 2.010)  0.4102
C (4.114, -2.624, -1.063)  -0.1302
H (-2.194, 4.714, -0.228)  0.4859
H (-3.594, 6.302, -1.519)  0.4764
C (-1.142, -2.719, -1.775)  -0.8395
C (3.874, -1.322, -0.626)  -0.4121
H (3.269, -2.256, 3.324)  0.4455
H (-1.759, -3.602, -1.851)  0.5216
C (-2.325, -0.886, 3.639)  0.6328
H (-7.276, 4.634, -0.894)  0.3093
C (-4.843, 4.768, -2.343)  -0.3465
N (1.299, -0.751, 1.472)  0.3815
H (-8.126, 6.095, -0.321)  0.3141
N (3.233, 0.316, 1.120)  0.0664
C (6.640, -2.402, 3.541)  -0.5190
O (-8.001, 7.098, -2.630)  -0.5024

The net charge is +1. The value obtained for the energy is -2714.86947 hartree. The value obtained for the HOMO energy (alpha / beta) is -10.873 / -10.873 eV.

Formula: C3H10N4
Source: the OMol25 dataset
Level of theory: ωB97M-V/def2-TZVPD

Last column: Mulliken charge in e.
Geometry (Å):
C (-0.437, -1.442, -0.345)  -1.1405
N (2.022, -0.605, 0.510)  -0.3043
H (2.531, 1.873, -0.219)  0.2362
C (-1.347, 0.804, 0.108)  0.2925
H (-3.497, 1.030, 0.300)  0.3597
H (-2.786, -0.594, 0.356)  0.1922
H (0.174, -1.812, -1.231)  0.3381
H (-0.128, -1.842, 0.536)  0.5100
C (1.157, 0.274, -0.018)  0.6933
H (-1.537, -1.777, -0.459)  0.3371
H (3.004, -0.265, 0.588)  0.2684
N (1.611, 1.503, -0.303)  -0.3275
N (-0.196, -0.040, -0.153)  0.0521
N (-2.584, 0.394, 0.244)  -0.2487
H (2.234, -1.489, 0.811)  0.1911
H (1.021, 2.081, -0.845)  0.2085
H (-1.243, 1.905, 0.121)  0.3418

The net charge is +2. The value obtained for the energy is -338.65549 hartree. The value obtained for the HOMO energy is -19.952 eV. The SMILES is C[N+](C=[NH2+])=C(N)N.

Formula: C4H11N4
Source: the OMol25 dataset
Level of theory: ωB97M-V/def2-TZVPD

Last column: Mulliken charge in e.
Geometry (Å):
N (-2.872, -0.702, 0.169)  -0.4784
H (-3.606, -0.658, 0.857)  0.2335
C (0.956, 1.175, 0.588)  -0.5982
H (0.175, 2.012, -1.146)  0.4001
C (1.684, 0.015, -0.082)  -0.5864
H (-3.043, -1.196, -0.699)  0.2311
H (2.486, -0.348, 0.574)  0.4014
C (0.767, -2.137, 0.088)  -0.2994
H (1.620, 2.024, 0.751)  0.3995
H (0.534, 0.844, 1.539)  0.3293
N (-0.187, 1.588, -0.285)  -0.0301
C (-1.085, 0.473, -0.628)  -0.3454
H (2.124, 0.342, -1.028)  0.3149
H (-0.990, 0.052, -1.618)  0.4024
N (0.693, -0.980, -0.389)  -0.1844
H (-0.747, 2.283, 0.225)  0.3890
H (1.567, -2.482, 0.745)  0.2260
N (-1.972, 0.248, 0.253)  -0.0620
H (-0.001, -2.844, -0.180)  0.2571

The net charge is +1. The value obtained for the energy is -377.71056 hartree. The value obtained for the HOMO energy is -12.298 eV. The SMILES is C=NCC[NH2+]/C=N/N.

Formula: C2H2F6KO7S2
Source: the OMol25 dataset
Level of theory: ωB97M-V/def2-TZVPD

Last column: Mulliken charge in e.
Geometry (Å):
F (0.492, -2.124, -2.244)  -0.2312
O (1.950, 0.363, -0.507)  -0.6622
C (-3.722, 2.784, 0.471)  0.5050
O (2.497, -1.969, -0.123)  -0.8972
F (-4.756, 1.950, 0.452)  -0.2253
K (2.586, -2.712, 2.594)  0.9110
F (-3.752, 3.684, 1.429)  -0.2105
F (-0.756, -2.389, -0.495)  -0.2453
H (4.304, -1.599, -0.626)  0.4348
O (-1.560, 1.829, 1.873)  -0.6973
H (5.702, -1.574, -0.045)  0.2633
O (5.220, -1.763, -0.850)  -0.6458
F (-3.776, 3.368, -0.795)  -0.2526
F (-0.701, -0.480, -1.485)  -0.1510
O (-1.294, 2.100, -0.560)  -0.6545
S (-2.142, 1.626, 0.560)  1.1939
S (1.476, -0.939, -0.050)  1.3719
C (0.035, -1.519, -1.174)  0.5995
O (-2.686, 0.277, 0.306)  -0.6614
O (0.883, -0.913, 1.270)  -0.7453

The net charge is -1. The value obtained for the energy is -2599.72050 hartree. The value obtained for the HOMO energy is -4.903 eV.

Formula: C18H20N6OS
Source: the OMol25 dataset
Level of theory: ωB97M-V/def2-TZVPD

Last column: Mulliken charge in e.
Geometry (Å):
H (-2.413, 3.222, 3.601)  0.3480
C (1.398, -4.132, 2.638)  -0.8774
N (-1.424, 0.564, 3.391)  -0.8775
H (-1.282, 1.316, -0.430)  0.3089
H (-0.601, -1.660, -0.688)  0.2025
H (2.429, 1.025, -1.886)  0.3473
C (-1.017, -0.656, -1.057)  -0.6081
C (0.553, -2.137, 1.861)  0.5833
N (0.510, 0.951, -4.920)  -0.9400
H (-3.685, 1.959, 3.414)  0.3483
H (-0.854, -1.246, -3.064)  0.3881
H (0.877, 1.891, -6.676)  0.3496
H (-2.098, -0.668, -1.077)  0.2892
H (-3.899, 3.502, 2.524)  0.2977
C (0.915, -0.152, -2.668)  0.2818
C (0.710, -2.972, 2.918)  0.1019
C (-2.173, 2.194, 1.808)  0.1751
H (2.537, -4.957, 1.033)  0.3844
C (1.302, 1.245, -5.876)  -0.1346
S (1.424, -2.690, 0.421)  -0.0673
H (1.664, -4.913, 3.315)  0.4622
H (-1.017, 3.730, 2.163)  0.3650
H (0.982, 1.837, 0.165)  0.2914
C (-0.631, -0.629, 3.416)  -0.1685
H (-2.915, 1.980, 0.926)  0.1964
C (-1.463, 0.945, 2.147)  0.8654
H (3.381, -0.059, -3.983)  0.3726
C (1.333, 0.977, -1.826)  -0.9335
C (1.885, -4.125, 1.350)  -0.2881
O (-1.316, 3.253, 1.355)  -0.5149
C (-0.561, -0.370, -2.515)  -0.8445
N (1.251, 0.254, -4.054)  0.7753
C (2.572, 0.238, -4.642)  0.0189
H (-0.521, -1.206, 5.460)  0.3738
C (0.904, 0.815, -0.248)  -0.8104
H (1.551, -0.989, -2.383)  0.0769
N (0.508, -2.566, 4.122)  -0.6223
H (0.910, 1.924, -2.164)  0.3184
C (-0.194, -0.979, 2.117)  0.4418
C (-0.225, -1.522, 4.436)  -0.3272
C (-3.123, 2.756, 2.884)  -1.3096
C (-0.573, 0.485, -0.071)  -0.2367
N (-0.729, 0.134, 1.350)  0.4396
H (1.604, 0.098, 0.134)  0.3087
H (-1.122, 0.443, -3.024)  0.4257
N (2.637, 0.896, -5.695)  -0.5773

The value obtained for the energy is -1499.81421 hartree. The value obtained for the HOMO energy is -8.603 eV.

Results for energy above the lowest of the compared OMol25 structures with the same formula, charge and spin: 0.252 1.620 3.162 2.294 2.272 (in eV, following the order of the records).